1.
DFT (wB97M-V/def2-TZVPD) results for the molecule C21H25N3O3.

Values from the calculation:
Multiplicity: 1
ΔE to the lowest compared entry with this formula, charge and spin in kJ/mol: 1781.90
LUMO energy in eV: 0.11
SMILES: Cc1ccc(NC(=O)CCC(=O)NNC(=O)CCc2ccccc2)c(C)c1
Frontier orbital gap in Ha: 0.2811

Geometry (Å):
1 C 4.6735 2.5981 -3.6220
2 C 3.7288 1.4953 -3.3020
3 C 2.8556 0.8574 -4.2970
4 C 2.2090 -0.1992 -4.0959
5 C 2.2453 -0.5868 -2.9106
6 N 1.4976 -1.7292 -2.5685
7 C 0.5359 -2.7085 -3.2755
8 O 0.2902 -2.3376 -4.5610
9 C 0.0050 -3.8287 -2.5288
10 C -1.5250 -3.2259 -1.7875
11 C -0.9807 -2.5515 -0.5403
12 O 0.0505 -2.3302 -0.1592
13 N -2.0026 -2.0044 -0.0470
14 N -1.9759 -1.1799 1.1591
15 C -2.9153 -0.6243 1.7465
16 O -4.3656 -0.5456 1.0504
17 C -2.7354 0.3598 2.9964
18 C -2.0015 1.6524 2.5280
19 C -1.7423 2.5232 3.8236
20 C -0.6242 2.4519 4.2642
21 C -0.2600 3.2927 5.3423
22 C -1.2323 3.9255 6.1013
23 C -2.3983 4.0825 5.5157
24 C -2.7136 3.3063 4.3694
25 C 3.1330 -0.2317 -1.8582
26 C 3.0161 -0.8086 -0.5628
27 C 4.0074 0.8288 -2.1275
28 H 4.5016 3.2935 -3.0667
29 H 5.6306 2.3667 -3.6585
30 H 4.3792 3.0261 -4.7193
31 H 2.8577 1.2693 -5.4461
32 H 1.6807 -0.5691 -4.7591
33 H 1.5228 -2.1088 -1.4537
34 H -0.2982 -4.4040 -3.2061
35 H 0.6530 -4.2294 -1.7986
36 H -2.0390 -4.1017 -1.6620
37 H -1.9779 -2.4822 -2.3856
38 H -2.9014 -1.7387 -0.3879
39 H -0.8964 -1.0818 1.4349
40 H -3.4689 0.6132 3.5340
41 H -2.0861 -0.2702 3.5487
42 H -2.7718 2.2273 2.0929
43 H -1.0822 1.3468 1.9322
44 H 0.2783 1.7329 3.7545
45 H 0.7697 3.1387 5.8364
46 H -0.8326 4.3416 7.1128
47 H -3.3697 4.6703 5.9472
48 H -3.9108 3.1442 4.0238
49 H 3.6791 -0.1478 0.2153
50 H 1.9693 -1.0838 -0.0775
51 H 3.4281 -1.8719 -0.6289
52 H 4.3237 1.3568 -1.4726

***

2.
DFT (wB97M-V/def2-TZVPD) results for a structure of composition C22H20BrF9IN4O3PV.

Values from the calculation:
⟨S²⟩: 2.037
Multiplicity: 3
Charge: +1
ΔE to the lowest compared entry with this formula, charge and spin in kJ/mol: 0.00
LUMO energy (alpha / beta) in eV: -4.00 / -5.01
Frontier orbital gap (alpha / beta) in Ha: 0.2692 / 0.2421

Geometry (Å):
1 V -0.4383 -1.0688 0.1998
2 F -4.8203 -3.7697 -0.9984
3 C -4.1273 -3.0032 -0.1575
4 F -4.5600 -1.7498 -0.2729
5 F -4.3726 -3.4097 1.0877
6 C -2.5967 -3.0668 -0.4503
7 O -2.0096 -2.0176 0.1984
8 C -2.3469 -2.9496 -1.9824
9 F -3.1344 -2.0258 -2.5321
10 F -2.5231 -4.0959 -2.6232
11 F -1.0726 -2.5463 -2.1911
12 C -2.0096 -4.4104 0.0750
13 F -2.8138 -5.4392 -0.1617
14 F -0.8304 -4.6637 -0.5143
15 F -1.7877 -4.3317 1.3887
16 C 3.1361 3.5104 0.8811
17 N 2.4473 2.8545 1.9938
18 C 3.3418 1.9088 2.6270
19 N 3.8238 0.9493 1.6265
20 C 4.5638 1.6339 0.5620
21 N 3.6798 2.5690 -0.1007
22 C 2.6463 1.8948 -0.8676
23 P 1.3479 1.0323 0.1705
24 C 1.1962 2.2313 1.5884
25 C 2.9307 -0.0125 1.2250
26 H 3.9631 4.0944 1.2867
27 H 2.4437 4.1872 0.3815
28 H 2.8282 1.3724 3.4240
29 H 4.2031 2.4351 3.0379
30 H 4.9442 0.8986 -0.1458
31 H 5.3981 2.1705 1.0129
32 H 3.1079 1.1677 -1.5383
33 H 2.1254 2.6287 -1.4819
34 H 0.7612 1.7011 2.4381
35 H 0.4928 3.0071 1.2865
36 H 3.3016 -0.6921 0.4630
37 H 2.3816 -0.4922 2.0298
38 I 1.0277 -3.0814 5.3276
39 C 0.8304 -2.5802 3.3076
40 C 1.5239 -3.2896 2.3816
41 C 1.6326 -3.1969 0.9426
42 C 1.0274 -2.3918 0.0473
43 N -0.1908 -0.9173 1.9197
44 C -0.0416 -1.4549 3.0615
45 H 2.1315 -4.0904 2.7885
46 H 2.3280 -3.9354 0.5490
47 H 1.3240 -2.5429 -0.9961
48 H -0.5731 -1.0237 3.9123
49 Br -5.5535 1.2776 -3.9777
50 C -4.0357 2.1899 -3.3264
51 C -3.8737 3.5425 -3.5953
52 C -2.7593 4.2135 -3.1125
53 C -1.8098 3.5396 -2.3647
54 C -1.9815 2.1818 -2.1055
55 C -3.0979 1.4990 -2.5837
56 C -0.9822 1.4435 -1.3125
57 O -0.0026 2.0814 -0.8053
58 O -1.1241 0.1980 -1.1655
59 H -4.6178 4.0666 -4.1788
60 H -2.6383 5.2667 -3.3240
61 H -0.9394 4.0546 -1.9842
62 H -3.2253 0.4476 -2.3716

***

3.
DFT (wB97M-V/def2-TZVPD) results for a structure of composition C43H31Cl4F5GeO6PTi.

Values from the calculation:
Multiplicity: 1
Charge: -1
ΔE to the lowest compared entry with this formula, charge and spin in kJ/mol: 0.00
LUMO energy in eV: 1.64
Frontier orbital gap in Ha: 0.2458

Geometry (Å):
1 Ti 0.8432 0.4329 -0.1526
2 Cl 6.7769 -1.2135 3.8375
3 C 5.3005 -0.6504 3.1027
4 C 4.4413 0.1705 3.8404
5 C 3.2640 0.6218 3.2946
6 C 2.8965 0.2555 1.9867
7 O 1.7552 0.6538 1.4968
8 C 3.7862 -0.5573 1.2489
9 C 3.4979 -0.9142 -0.1058
10 O 2.4748 -0.5660 -0.7143
11 C 4.9865 -1.0087 1.8198
12 H 4.7148 0.4448 4.8507
13 H 2.5867 1.2455 3.8615
14 H 4.2206 -1.5365 -0.6405
15 H 5.6502 -1.6426 1.2458
16 O -0.6565 -0.5424 3.2321
17 C -0.7969 0.2070 2.2886
18 O -0.7239 -0.1565 1.0323
19 C -1.0531 1.7047 2.4854
20 P -1.1845 2.4560 0.8170
21 C -1.2520 4.2519 1.1143
22 C -1.5335 5.0726 0.0206
23 C -1.5250 6.4501 0.1482
24 C -1.2214 7.0354 1.3712
25 C -0.9317 6.2320 2.4611
26 C -0.9489 4.8484 2.3342
27 C -2.9302 2.0698 0.4173
28 C -3.9694 2.9169 0.8026
29 C -5.2860 2.5937 0.5118
30 C -5.5809 1.4171 -0.1634
31 C -4.5546 0.5647 -0.5401
32 C -3.2368 0.8880 -0.2526
33 H -0.1870 2.1014 3.0187
34 H -1.9408 1.8514 3.1034
35 H -1.7476 4.6232 -0.9424
36 H -1.7431 7.0685 -0.7134
37 H -1.2059 8.1137 1.4691
38 H -0.6912 6.6782 3.4182
39 H -0.7259 4.2379 3.1992
40 H -3.7514 3.8404 1.3249
41 H -6.0809 3.2646 0.8148
42 H -6.6095 1.1659 -0.3918
43 H -4.7649 -0.3616 -1.0595
44 H -2.4556 0.1988 -0.5326
45 Cl 0.3981 2.1072 -4.4720
46 C -1.1345 1.4384 -3.9365
47 Cl -2.1842 2.7488 -3.3196
48 Cl -1.9398 0.6524 -5.3003
49 C -0.9606 0.4422 -2.7446
50 O -1.6191 -0.5737 -2.7395
51 O -0.1394 0.8596 -1.8634
52 F 3.4704 1.9815 -0.3311
53 C 2.2384 2.0474 -0.9879
54 F 2.5506 1.8033 -2.3129
55 C 1.9006 3.5383 -0.9314
56 F 0.7876 3.8186 -1.6247
57 F 2.8819 4.3158 -1.4348
58 F 1.7090 3.9325 0.3411
59 C -4.1652 -3.7119 0.4203
60 C -3.1877 -3.5664 1.3940
61 C -1.9191 -3.1241 1.0498
62 C -1.5941 -2.8089 -0.2683
63 C -2.5909 -2.9544 -1.2346
64 C -3.8592 -3.4069 -0.8983
65 Ge 0.1979 -2.1423 -0.7253
66 C 1.4402 -3.1037 0.4776
67 C 2.4093 -3.9787 -0.0131
68 C 3.3319 -4.5820 0.8338
69 C 3.3011 -4.3230 2.1966
70 C 2.3426 -3.4564 2.7045
71 C 1.4305 -2.8493 1.8531
72 C 0.6263 -2.7213 -2.5577
73 C 1.4395 -1.9527 -3.3911
74 C 1.6937 -2.3349 -4.7007
75 C 1.1435 -3.5044 -5.2057
76 C 0.3378 -4.2852 -4.3900
77 C 0.0813 -3.8924 -3.0835
78 H -5.1576 -4.0553 0.6871
79 H -3.4129 -3.7886 2.4303
80 H -1.1867 -3.0046 1.8379
81 H -2.3803 -2.7022 -2.2640
82 H -4.6123 -3.5135 -1.6709
83 H 2.4548 -4.1892 -1.0771
84 H 4.0750 -5.2580 0.4259
85 H 4.0210 -4.7900 2.8579
86 H 2.3138 -3.2360 3.7652
87 H 0.7050 -2.1570 2.2716
88 H 1.8688 -1.0254 -3.0284
89 H 2.3151 -1.7086 -5.3297
90 H 1.3343 -3.8012 -6.2299
91 H -0.1015 -5.1987 -4.7736
92 H -0.5613 -4.5129 -2.4677

***

4.
DFT (wB97M-V/def2-TZVPD) results for a cluster of 16 separate species, H32O16 in total.

Values from the calculation:
Multiplicity: 1
ΔE to the lowest compared entry with this formula, charge and spin in kJ/mol: 451.81
LUMO energy in eV: 0.14
Frontier orbital gap in Ha: 0.3837

Geometry (Å):
1 O -3.2703 0.8574 0.7790
2 H -2.8068 -0.0031 0.6706
3 H -4.1643 0.7417 1.1260
4 O -0.6600 2.3122 -2.0592
5 H -0.0258 3.0298 -1.9303
6 H -0.5256 1.9650 -2.9233
7 O -0.0750 -3.4459 -0.3790
8 H -0.3961 -3.2593 -1.2081
9 H 0.6267 -2.8025 -0.2896
10 O 2.2762 -0.5603 1.8362
11 H 2.3394 -0.5391 2.8157
12 H 3.1210 -0.1595 1.4949
13 O 1.0617 2.2144 3.1142
14 H 0.6096 1.3682 3.1824
15 H 0.5215 2.6931 2.4523
16 O -0.4989 0.0784 2.9891
17 H -1.0362 -0.4605 2.4258
18 H -0.8944 -0.0691 3.8616
19 O -0.6021 2.7876 0.8419
20 H -0.7615 2.0107 0.3806
21 H -0.8194 3.4399 0.1876
22 O -0.8418 -1.8950 -2.6629
23 H -1.4275 -1.1640 -2.3465
24 H -1.6116 -2.4433 -2.9220
25 O -2.4368 0.1469 -2.0827
26 H -2.0163 0.9632 -1.8014
27 H -2.8982 0.3317 -2.8948
28 O -1.9490 -1.3764 0.7777
29 H -1.3421 -0.8850 0.2919
30 H -2.5354 -1.9339 0.2336
31 O 1.8321 -0.0129 -1.9302
32 H 2.6131 0.6081 -2.0202
33 H 2.0381 -0.7857 -1.4500
34 O 0.0796 0.2964 0.0471
35 H 0.7540 -0.0036 0.6751
36 H 0.4283 0.1381 -0.8400
37 O 0.0578 0.7660 -4.2358
38 H 0.1032 0.1476 -3.5193
39 H 0.8794 1.1515 -4.4085
40 O 2.2358 2.3421 0.2684
41 H 1.3426 1.9637 0.2615
42 H 2.2413 2.9048 1.0764
43 O 2.3363 -2.1715 -0.3982
44 H 2.2387 -3.0871 -0.1908
45 H 2.3489 -1.7536 0.4685
46 O 0.5030 -2.4107 3.1477
47 H 0.4014 -2.5768 4.0629
48 H 0.6053 -1.4596 3.0239

***

> Number 1 is which compound?

C21H25N3O3